{"formula": "C14H40O12SV", "method": "ωB97M-V with the def2-TZVPD basis set", "max_force_ev_per_a": 4.68, "orbital_gap_ev": [3.00, 5.32], "molar_mass_g_mol": 483.47, "relative_energy_kcal_mol": 0.0, "homo_ev": [1.294, -1.049], "total_charge": -2, "s_squared": 0.759, "multiplicity": 2, "elements": ["O", "V", "O", "S", "O", "O", "O", "O", "C", "O", "H", "H", "H", "H", "C", "O", "H", "H", "H", "H", "C", "C", "C", "O", "H", "H", "H", "H", "H", "H", "H", "H", "C", "C", "C", "O", "H", "H", "H", "H", "H", "H", "H", "H", "C", "C", "C", "O", "H", "H", "H", "H", "H", "H", "H", "H", "C", "C", "C", "O", "H", "H", "H", "H", "H", "H", "H", "H"], "xyz": [[0.4382, -0.5717, 0.7495], [1.1253, 0.3136, 1.8519], [2.2997, 1.1680, 1.1653], [1.6500, -1.8660, 3.4000], [2.4328, -2.0613, 4.5929], [1.1167, -3.1003, 2.9190], [0.6480, -0.8417, 3.6142], [2.4827, -1.2513, 2.3960], [-1.8200, 1.3933, 2.3720], [-0.6155, 1.7758, 1.7078], [-1.5778, 0.9103, 3.3186], [-2.4248, 2.2518, 2.6643], [-2.3688, 0.7096, 1.7244], [-0.5953, 2.7356, 1.7009], [0.8600, 2.9072, 4.3815], [1.5637, 1.8261, 3.7412], [1.5169, 3.7618, 4.5431], [-0.0347, 3.2151, 3.8405], [0.5177, 2.5744, 5.3614], [2.1125, 1.4228, 4.4178], [0.0277, -3.9813, -1.9198], [0.6973, -4.3410, -0.5881], [1.8767, -3.3767, -0.2688], [-0.2173, -4.2315, 0.5143], [-0.6870, -3.1728, -1.7664], [-0.4642, -4.8427, -2.3715], [0.7253, -3.6596, -2.6931], [1.1066, -5.3492, -0.6503], [2.7213, -3.3365, -0.9566], [2.2792, -3.5974, 0.7198], [1.4703, -2.3655, -0.2484], [-1.1028, -4.0639, 0.1835], [-2.5220, -1.7761, 0.3278], [-3.5011, -2.8956, -0.0634], [-4.3816, -2.6670, -1.2653], [-2.8025, -4.0446, -0.3079], [-1.5584, -1.8718, -0.1725], [-2.1970, -1.9701, 1.3499], [-2.9046, -0.7680, 0.1677], [-4.1632, -3.0836, 0.7818], [-5.2502, -3.3100, -1.1233], [-3.9565, -2.7981, -2.2604], [-4.8669, -1.6911, -1.2500], [-3.4975, -4.7067, -0.3183], [2.6150, 4.5222, -1.6840], [3.7951, 4.9734, -0.8315], [4.7539, 3.8080, -0.3308], [4.5212, 5.7389, -1.6596], [1.9170, 5.3207, -1.9357], [1.9939, 3.8314, -1.1137], [2.8279, 4.1154, -2.6725], [3.4725, 5.6205, -0.0159], [5.6327, 4.1303, 0.2276], [5.0885, 3.2745, -1.2205], [4.2548, 3.0251, 0.2403], [5.3293, 6.0696, -1.2606], [-0.6880, 0.5539, -2.3458], [-1.9547, 0.1542, -3.1391], [-3.2699, 0.6874, -2.5319], [-1.7678, 0.7218, -4.4172], [0.2472, 0.2589, -2.8216], [-0.7171, 0.1008, -1.3548], [-0.6655, 1.6427, -2.2990], [-1.9190, -0.9182, -3.3305], [-4.0667, 0.3125, -3.1742], [-3.3849, 1.7672, -2.4373], [-3.3354, 0.2691, -1.5275], [-0.8386, 0.6469, -4.6467]], "forces_ev_per_a": [[-2.78, -1.72, -2.57], [1.55, -1.28, 2.00], [1.62, 2.64, -0.91], [1.36, -2.46, 1.11], [0.91, -0.20, 2.24], [-1.25, -1.73, -0.36], [-3.62, 2.79, 1.03], [2.23, 2.06, -2.99], [0.16, -0.32, 0.39], [-0.63, 0.39, 0.10], [0.17, -0.44, -0.11], [-0.15, 0.27, -0.41], [-0.04, 0.07, 0.18], [0.48, 0.20, -0.20], [0.55, -1.01, 0.33], [-0.77, 1.53, 0.54], [0.04, 0.23, -0.19], [0.26, -0.18, -0.38], [-0.15, 0.01, 0.21], [0.06, -0.50, -0.08], [0.09, -0.25, -0.12], [0.88, 1.36, 0.28], [-0.67, -0.01, 0.16], [0.69, -0.66, -0.69], [-0.03, -0.01, -0.07], [-0.48, -0.09, 0.17], [0.37, 0.18, 0.21], [-0.19, -0.42, 0.08], [-0.07, -0.54, -0.52], [-0.25, 0.14, 0.09], [-0.01, 0.13, 0.38], [0.06, -0.19, -0.07], [0.24, -0.98, -0.04], [-0.18, 2.49, 0.06], [-1.51, 0.94, 0.02], [0.59, -2.01, -0.07], [-0.05, 0.17, -0.42], [-0.16, 0.47, 0.23], [-0.08, -0.19, 0.27], [-0.25, 0.26, 0.32], [-0.06, -0.56, -0.49], [0.37, -0.16, 0.26], [0.24, 0.37, 0.04], [0.47, -0.69, -0.13], [-1.17, -0.34, 0.70], [0.03, -2.45, 1.34], [-1.55, -0.23, -0.47], [2.22, 2.86, -2.92], [0.24, 0.62, 0.31], [0.17, -0.41, -0.09], [0.71, -0.38, 0.31], [-0.49, -0.44, 0.55], [-0.08, 0.45, 0.01], [0.18, 0.18, -0.22], [-0.33, 0.16, 0.33], [-0.03, -0.18, 0.22], [-1.14, -0.27, 0.42], [1.86, 1.07, 0.45], [0.63, -1.11, -0.31], [-0.77, 0.79, -1.64], [-0.09, -0.37, -0.17], [0.41, 0.26, 0.28], [-0.05, 0.07, 0.34], [-0.68, -0.37, 0.74], [-0.32, 0.01, 0.23], [0.57, 0.05, -0.28], [-0.31, -0.06, -0.11], [0.00, -0.03, 0.11]], "mulliken_charge": [-0.14, 0.44, -0.92, 1.12, -0.76, -0.64, -0.65, -0.56, -0.34, -0.07, 0.18, 0.44, -0.15, 0.16, -0.74, -0.16, 0.29, 0.19, 0.29, 0.24, -0.82, 0.65, -1.05, -0.54, -0.04, 0.30, 0.37, 0.17, 0.42, 0.26, 0.03, 0.24, -0.38, 0.63, -1.53, -0.49, -0.18, 0.46, -0.30, 0.23, 0.51, 0.25, 0.35, 0.30, -1.26, 0.63, -1.11, -0.54, 0.36, 0.27, 0.33, 0.13, 0.33, 0.31, 0.24, 0.29, -1.23, 0.85, -1.01, -0.64, 0.38, 0.02, 0.39, 0.06, 0.30, 0.39, 0.11, 0.34]}

{"formula": "C4H4FNS2", "method": "ωB97M-V with the def2-TZVPD basis set", "max_force_ev_per_a": 1.25, "orbital_gap_ev": 9.31, "molar_mass_g_mol": 149.22, "relative_energy_kcal_mol": 0.5, "homo_ev": -8.556, "total_charge": 0, "elements": ["F", "C", "N", "C", "C", "S", "C", "S", "H", "H", "H", "H"], "xyz": [[0.6860, -2.3358, -1.1643], [0.5296, -1.1716, -0.5406], [1.6077, -0.5668, 0.0249], [1.2057, 0.6172, 0.5787], [-0.1366, 0.7519, 0.3582], [-1.1360, 2.0675, 0.9875], [-0.5793, -0.4047, -0.3581], [-2.1896, -0.7501, -0.9890], [2.5592, -0.9495, 0.0262], [1.8921, 1.2797, 1.1090], [-1.6641, 2.4926, -0.1981], [-2.7748, -1.0304, 0.1657]], "forces_ev_per_a": [[-0.02, 0.24, 0.15], [0.28, -0.07, 0.00], [0.94, -0.81, -0.22], [0.09, 0.73, 0.46], [-0.02, 0.39, 0.13], [-0.07, -0.02, -0.50], [-0.57, -0.23, -0.20], [0.41, 0.14, -0.40], [-0.86, 0.34, -0.02], [-0.30, -0.37, -0.31], [0.29, -0.26, 0.47], [-0.16, -0.08, 0.43]], "mulliken_charge": [-0.27, 0.14, 0.04, -0.66, 0.30, -0.26, 0.02, -0.23, 0.23, 0.40, 0.15, 0.14]}